1.
Below is a structure of composition C36H45BF31O18Sn at a distorted geometry, with properties calculated with ωB97M-V/def2-TZVPD.

Charge ... +1
LUMO level ... -5.9834 eV
Highest occupied orbital energy ... -12.415 eV
Kohn-Sham gap ... 0.23636 hartree
Energy ... -165667.944 eV
Energy relative to the best compared isomer or geometry (same formula, charge and spin) ... 0.0 kcal per mole

Structure (XYZ):
```
132
C36H45BF31O18Sn ωB97M-V/def2-TZVPD
Sn 12.285 -3.872 -5.146
B 11.360 -5.312 -7.917
F 10.187 -5.105 -7.087
F 12.072 -6.229 -7.114
F 11.120 -5.843 -9.148
F 12.084 -4.112 -8.003
C 7.005 -4.914 -8.578
C 5.685 -5.636 -8.721
O 5.766 -6.664 -7.718
C 4.655 -7.356 -7.404
O 3.600 -7.169 -7.921
C 4.900 -8.519 -6.413
F 5.976 -8.204 -5.668
F 3.838 -8.668 -5.629
F 5.159 -9.662 -7.043
H 7.072 -4.276 -7.692
H 7.173 -4.269 -9.441
H 7.876 -5.565 -8.506
H 5.643 -6.102 -9.706
H 4.809 -5.014 -8.543
C 13.112 -9.204 -15.734
C 13.675 -7.811 -15.738
O 13.990 -7.433 -14.398
C 13.126 -6.716 -13.702
O 11.996 -6.473 -13.997
C 13.638 -6.351 -12.310
F 12.737 -6.728 -11.417
F 14.835 -6.852 -11.972
F 13.796 -5.018 -12.257
H 12.333 -9.349 -14.987
H 13.871 -9.970 -15.567
H 12.688 -9.422 -16.717
H 12.961 -7.102 -16.172
H 14.487 -7.641 -16.447
C 5.855 -2.050 -5.200
C 7.356 -1.781 -5.367
O 7.711 -1.940 -6.739
C 8.975 -2.071 -7.092
O 9.888 -2.297 -6.349
C 9.063 -2.070 -8.619
F 9.655 -3.188 -9.007
F 7.923 -1.971 -9.285
F 9.801 -1.012 -8.997
H 5.275 -1.157 -5.413
H 5.689 -2.432 -4.196
H 5.624 -2.815 -5.944
H 7.961 -2.417 -4.722
H 7.488 -0.749 -5.032
C 14.669 -4.586 -9.307
C 15.380 -4.724 -7.996
O 16.090 -3.508 -7.667
C 16.000 -3.033 -6.424
O 15.219 -3.422 -5.599
C 16.785 -1.729 -6.262
F 17.313 -1.649 -5.053
F 17.725 -1.627 -7.204
F 15.961 -0.682 -6.424
H 14.000 -3.734 -9.392
H 14.146 -5.500 -9.576
H 15.461 -4.384 -10.033
H 16.116 -5.531 -7.991
H 14.760 -5.057 -7.156
C 13.660 -8.913 -1.718
C 13.720 -7.840 -2.789
O 14.395 -8.356 -3.951
C 14.541 -7.586 -4.998
O 14.145 -6.452 -5.096
C 14.983 -8.373 -6.251
F 15.298 -9.628 -5.945
F 13.923 -8.399 -7.055
F 16.022 -7.821 -6.860
H 13.190 -9.750 -2.245
H 12.943 -8.673 -0.937
H 14.606 -9.286 -1.336
H 14.232 -6.944 -2.433
H 12.715 -7.545 -3.086
C 12.940 -1.038 -9.527
C 13.938 -0.119 -8.838
O 13.440 0.612 -7.711
C 13.051 0.055 -6.595
O 13.064 -1.123 -6.352
C 12.503 1.067 -5.601
F 11.494 0.535 -4.907
F 13.461 1.497 -4.776
F 12.028 2.158 -6.221
H 12.016 -0.464 -9.615
H 12.832 -2.007 -9.044
H 13.257 -1.268 -10.545
H 14.255 0.639 -9.550
H 14.815 -0.685 -8.525
C 7.161 -5.327 -4.039
C 8.277 -5.795 -4.977
O 8.701 -7.051 -4.425
C 9.843 -7.206 -3.806
O 10.710 -6.370 -3.689
C 10.027 -8.654 -3.341
F 10.860 -9.257 -4.176
F 10.588 -8.646 -2.125
F 8.910 -9.334 -3.273
H 6.443 -6.139 -3.931
H 6.665 -4.442 -4.429
H 7.559 -5.158 -3.036
H 9.102 -5.116 -5.164
H 7.761 -5.997 -5.915
C 12.158 -8.884 -9.458
C 13.361 -9.635 -10.000
O 12.968 -11.013 -10.220
C 12.270 -11.311 -11.293
O 11.717 -10.494 -11.981
C 12.041 -12.798 -11.594
F 12.684 -13.624 -10.803
F 10.716 -12.993 -11.456
F 12.316 -13.002 -12.880
H 11.654 -9.443 -8.668
H 11.390 -8.748 -10.217
H 12.430 -7.902 -9.077
H 14.186 -9.673 -9.295
H 13.688 -9.219 -10.953
C 9.469 -5.946 -11.999
C 8.559 -7.032 -12.560
O 7.158 -6.718 -12.450
C 6.527 -6.366 -13.572
O 7.014 -6.231 -14.650
C 5.050 -5.995 -13.285
F 4.681 -6.247 -12.038
F 4.945 -4.681 -13.501
F 4.281 -6.734 -14.092
H 10.471 -6.336 -11.861
H 9.030 -5.516 -11.101
H 9.562 -5.197 -12.788
H 8.637 -8.016 -12.095
H 8.833 -7.236 -13.596
```


2.
Below is a structure of composition C36H45BrFeN8O3S at a distorted geometry, with properties calculated with ωB97M-V/def2-TZVPD.

Charge ... +1
Spin multiplicity ... 2
LUMO level (alpha / beta) ... -5.0649 / -4.3142 eV
Highest occupied orbital energy (alpha / beta) ... -10.232 / -10.284 eV
Kohn-Sham gap (alpha / beta) ... 0.18991 / 0.21939 hartree
<S²> ... 0.9630
Energy ... -171385.096 eV
Energy relative to the best compared isomer or geometry (same formula, charge and spin) ... 78.0 kcal per mole

Structure (XYZ):
```
95
C36H45BrFeN8O3S ωB97M-V/def2-TZVPD
Fe -0.363 -0.018 -0.292
C -1.356 -0.105 4.094
C -1.723 -0.302 2.642
O -0.847 -0.668 1.859
C -3.096 -0.081 2.231
C -4.140 -0.066 3.167
C -5.457 0.023 2.780
C -5.770 0.126 1.423
C -4.778 0.136 0.481
C -3.402 0.051 0.835
O -2.521 0.144 -0.093
H -0.274 -0.114 4.182
H -1.761 -0.909 4.702
H -1.745 0.842 4.460
H -3.907 -0.159 4.216
H -6.245 0.002 3.516
H -6.801 0.206 1.112
H -5.008 0.203 -0.573
C 5.169 -1.877 -0.572
C 5.282 -0.434 -1.063
N 4.769 0.514 -0.097
C 5.683 1.110 0.862
C 5.631 0.435 2.230
C 3.463 0.764 0.007
S 2.391 0.046 -1.138
N 3.096 1.633 0.937
C 1.859 1.800 1.377
O 0.889 1.050 1.127
C 1.662 2.938 2.310
C 0.358 3.268 2.680
C 0.126 4.302 3.566
C 1.195 5.008 4.097
C 2.492 4.682 3.735
C 2.730 3.652 2.844
H 5.430 -2.560 -1.376
H 4.145 -2.081 -0.265
H 5.836 -2.057 0.266
H 4.714 -0.324 -1.990
H 6.324 -0.181 -1.266
H 5.416 2.164 0.969
H 6.691 1.041 0.449
H 4.638 0.539 2.661
H 6.353 0.903 2.896
H 5.869 -0.622 2.146
H -0.455 2.692 2.258
H -0.885 4.554 3.848
H 1.016 5.815 4.791
H 3.324 5.230 4.153
H 3.738 3.383 2.564
C -3.442 -4.309 -2.422
C -3.039 -2.920 -2.894
N -2.184 -2.332 -1.896
C -1.280 -3.022 -1.159
N -0.392 -2.326 -0.502
C 0.592 -3.016 0.303
C 0.050 -4.338 0.839
C -0.447 -5.159 -0.341
N -1.377 -4.374 -1.126
C -2.175 -5.088 -2.103
H -4.021 -4.824 -3.186
H -4.049 -4.220 -1.521
H -3.915 -2.282 -3.025
H -2.523 -2.992 -3.864
H -2.097 -1.327 -1.836
H 0.874 -2.353 1.125
H 1.481 -3.203 -0.315
H -0.770 -4.137 1.527
H 0.829 -4.881 1.370
H -0.975 -6.053 0.009
H 0.401 -5.474 -0.962
H -2.428 -6.065 -1.686
H -1.589 -5.253 -3.018
Br 1.252 -2.583 -3.203
C 0.348 -1.079 -3.888
C 0.365 -0.900 -5.264
C -0.291 0.201 -5.782
C -0.941 1.055 -4.903
C -0.914 0.765 -3.551
N -0.272 -0.282 -3.038
H 0.874 -1.608 -5.898
H -0.288 0.387 -6.844
H -1.466 1.927 -5.258
H -1.419 1.387 -2.828
C -3.025 3.170 -0.657
C -1.557 3.365 -0.668
N -0.634 2.472 -0.953
C 0.553 3.153 -0.994
C 0.344 4.466 -0.705
N -1.001 4.587 -0.497
H -3.257 2.127 -0.834
H -3.474 3.777 -1.444
H -3.457 3.480 0.291
H 1.466 2.655 -1.245
H 1.013 5.298 -0.637
H -1.497 5.431 -0.264
```


3.
Below is a structure of composition C36H45CuN4O2P2, with properties calculated with ωB97M-V/def2-TZVPD.

LUMO level ... 0.5326 eV
Highest occupied orbital energy ... -6.443 eV
Kohn-Sham gap ... 0.25634 hartree
Energy ... -111337.314 eV
Energy relative to the best compared isomer or geometry (same formula, charge and spin) ... 6.9 kcal per mole

Structure (XYZ):
```
90
C36H45CuN4O2P2 ωB97M-V/def2-TZVPD
Cu 0.795 1.208 0.243
O 3.682 -0.139 0.706
C 4.076 0.214 2.008
C 3.025 0.839 2.907
C 3.268 0.824 4.279
C 2.377 1.444 5.134
C 1.278 2.094 4.596
C 1.114 2.071 3.224
N 1.945 1.435 2.388
H 2.763 -0.453 0.701
H 4.886 0.942 1.912
H 4.492 -0.656 2.527
H 4.154 0.330 4.664
H 2.540 1.422 6.206
H 0.558 2.607 5.219
H 0.294 2.598 2.751
C -6.295 2.481 -0.844
C -6.045 1.729 0.292
C -4.737 1.498 0.711
C -3.657 2.017 -0.001
C -3.927 2.763 -1.157
C -5.229 3.001 -1.569
P -1.878 1.627 0.311
C -1.938 1.119 2.084
C -1.414 -0.123 2.436
C -1.425 -0.551 3.761
C -1.966 0.261 4.747
C -2.484 1.507 4.408
C -2.468 1.932 3.088
C -1.059 3.248 0.356
C -1.670 4.486 0.561
C -0.890 5.635 0.548
C 0.484 5.524 0.351
C 1.080 4.279 0.182
C 0.335 3.090 0.156
H -7.314 2.659 -1.168
H -6.870 1.321 0.863
H -4.561 0.912 1.604
H -3.097 3.167 -1.727
H -5.416 3.591 -2.458
H -0.969 -0.749 1.670
H -1.009 -1.517 4.021
H -1.984 -0.073 5.777
H -2.902 2.146 5.178
H -2.850 2.914 2.833
H -2.741 4.560 0.724
H -1.346 6.607 0.689
H 1.092 6.424 0.332
H 2.159 4.236 0.057
O 1.090 -0.758 -0.060
P 1.021 -1.676 -1.250
N -0.366 -2.564 -1.221
C -0.562 -3.849 -1.929
C -2.080 -3.958 -2.096
C -2.542 -2.499 -2.149
C -1.655 -1.839 -1.102
N 1.129 -0.829 -2.645
C 2.064 0.336 -2.710
C 2.206 0.601 -4.208
C 1.985 -0.774 -4.843
C 0.852 -1.344 -3.998
N 2.296 -2.721 -1.141
C 2.526 -3.402 0.154
C 2.872 -4.832 -0.245
C 3.639 -4.630 -1.556
C 2.878 -3.497 -2.252
H -0.156 -4.682 -1.352
H -0.083 -3.858 -2.909
H -2.519 -4.451 -1.226
H -2.343 -4.532 -2.983
H -3.600 -2.376 -1.921
H -2.348 -2.070 -3.136
H -2.073 -1.979 -0.101
H -1.521 -0.770 -1.257
H 3.026 0.086 -2.254
H 1.651 1.187 -2.173
H 3.175 1.035 -4.448
H 1.427 1.291 -4.542
H 2.882 -1.389 -4.732
H 1.725 -0.726 -5.900
H 0.815 -2.431 -4.030
H -0.111 -0.965 -4.357
H 1.650 -3.329 0.798
H 3.368 -2.935 0.673
H 1.962 -5.410 -0.420
H 3.463 -5.341 0.516
H 3.683 -5.525 -2.175
H 4.660 -4.313 -1.337
H 2.114 -3.910 -2.914
H 3.542 -2.876 -2.855
```


4.
Below is a structure of composition C36H46BrN3O4ReSi4Te, with properties calculated with ωB97M-V/def2-TZVPD.

Charge ... +1
LUMO level (alpha / beta) ... -4.3544 / -4.0230 eV
Highest occupied orbital energy (alpha / beta) ... -10.125 / -9.882 eV
Kohn-Sham gap (alpha / beta) ... 0.21207 / 0.21532 hartree
Energy ... -161713.035 eV
Energy relative to the best compared isomer or geometry (same formula, charge and spin) ... 25.4 kcal per mole

Structure (XYZ):
```
96
C36H46BrN3O4ReSi4Te ωB97M-V/def2-TZVPD
Re -1.330 0.155 -0.058
O -2.049 -2.058 3.944
C -3.250 -1.480 4.198
C -4.091 -1.971 5.190
C -5.295 -1.347 5.457
C -5.677 -0.216 4.748
C -4.839 0.276 3.768
C -3.627 -0.346 3.470
C -2.811 0.193 2.371
O -2.176 -0.649 1.628
N -2.833 1.490 2.170
N -2.085 1.757 1.062
C -2.143 2.886 0.464
C -1.361 3.007 -0.760
C -1.222 4.204 -1.443
C -0.428 4.242 -2.583
C 0.226 3.087 -2.972
C 0.044 1.924 -2.241
N -0.764 1.858 -1.184
H -1.910 -2.780 4.570
H -3.793 -2.845 5.754
H -5.937 -1.743 6.231
H -6.615 0.274 4.958
H -5.111 1.156 3.203
H -2.773 3.692 0.826
H -1.731 5.084 -1.078
H -0.318 5.158 -3.143
H 0.885 3.070 -3.827
H 0.535 1.006 -2.513
C 5.621 0.930 -2.339
Si 3.946 0.084 -2.248
C 4.136 -1.755 -2.570
C 2.884 0.865 -3.589
Si 3.181 0.429 -0.029
Te 0.955 -0.726 0.512
Si 3.164 2.662 0.714
C 2.426 3.835 -0.552
C 4.944 3.153 1.047
C 2.176 2.759 2.305
Si 4.486 -0.919 1.433
C 6.313 -0.548 1.218
C 3.952 -0.522 3.188
C 4.209 -2.741 1.083
H 6.094 0.710 -3.296
H 6.293 0.603 -1.554
H 5.523 2.011 -2.264
H 4.250 -1.952 -3.636
H 3.290 -2.336 -2.209
H 5.029 -2.124 -2.072
H 3.383 0.726 -4.549
H 2.772 1.934 -3.425
H 1.891 0.421 -3.683
H 2.952 3.794 -1.502
H 2.502 4.856 -0.176
H 1.371 3.623 -0.734
H 5.573 3.076 0.164
H 5.382 2.534 1.823
H 4.980 4.186 1.393
H 1.168 2.367 2.179
H 2.098 3.792 2.642
H 2.652 2.184 3.095
H 6.553 0.501 1.351
H 6.672 -0.855 0.240
H 6.875 -1.114 1.961
H 4.258 0.480 3.480
H 4.412 -1.226 3.882
H 2.873 -0.592 3.315
H 4.612 -3.030 0.118
H 3.158 -3.021 1.103
H 4.720 -3.326 1.848
Br -8.816 0.996 0.046
C -7.575 -0.406 -0.178
C -8.002 -1.725 -0.104
C -7.088 -2.756 -0.259
C -5.752 -2.479 -0.495
C -5.340 -1.153 -0.567
C -6.245 -0.105 -0.404
C -3.928 -0.810 -0.747
O -3.124 -1.753 -1.186
O -3.462 0.310 -0.500
H -9.045 -1.942 0.077
H -7.423 -3.780 -0.192
H -5.033 -3.279 -0.603
H -5.906 0.919 -0.450
C -1.750 -1.386 -1.193
C -1.039 -2.285 -2.118
C 0.196 -1.896 -2.643
C 0.859 -2.681 -3.566
C 0.308 -3.886 -3.971
C -0.909 -4.301 -3.441
C -1.583 -3.507 -2.530
H 0.635 -0.961 -2.323
H 1.808 -2.351 -3.971
H 0.821 -4.501 -4.695
H -1.334 -5.247 -3.739
H -2.523 -3.848 -2.127
```